{
  "formula": "C35H31N4O3PtTe",
  "method": "ωB97M-V with the def2-TZVPD basis set",
  "elements": ["Pt", "O", "C", "N", "C", "O", "C", "C", "C", "C", "C", "N", "C", "C", "C", "C", "C", "N", "H", "H", "H", "H", "H", "H", "H", "H", "C", "C", "C", "C", "C", "C", "Te", "N", "C", "O", "C", "C", "C", "C", "C", "C", "C", "C", "C", "C", "C", "C", "C", "C", "C", "C", "H", "H", "H", "H", "H", "H", "H", "H", "H", "H", "H", "H", "H", "H", "H", "H", "H", "H", "H", "H", "H", "H", "H"],
  "coordinates": [[-0.014, 1.876, -1.114], [-1.057, 5.675, -0.084], [-0.935, 4.505, -0.359], [0.210, 3.801, -0.633], [1.490, 4.291, -0.629], [1.879, 5.401, -0.354], [2.480, 3.202, -1.020], [3.833, 3.466, -1.063], [4.703, 2.453, -1.434], [4.191, 1.208, -1.763], [2.824, 1.007, -1.703], [1.994, 1.982, -1.328], [-2.150, 3.590, -0.411], [-3.406, 4.091, -0.142], [-4.493, 3.229, -0.172], [-4.283, 1.891, -0.456], [-2.997, 1.451, -0.716], [-1.958, 2.286, -0.705], [4.164, 4.462, -0.804], [5.769, 2.633, -1.471], [4.834, 0.394, -2.064], [2.354, 0.066, -1.953], [-3.494, 5.144, 0.086], [-5.489, 3.598, 0.032], [-5.097, 1.181, -0.479], [-2.778, 0.416, -0.929], [4.663, -2.297, 5.004], [3.754, -2.174, 3.812], [3.122, -0.977, 3.507], [2.270, -0.852, 2.415], [1.625, 0.489, 2.189], [2.034, -1.964, 1.592], [0.820, -1.815, -0.221], [-0.168, -0.086, -1.540], [-1.006, -0.804, -2.268], [-1.153, -2.040, -2.120], [-1.874, -0.108, -3.291], [-3.136, -0.644, -3.539], [-4.002, -0.021, -4.424], [-3.606, 1.131, -5.090], [-2.338, 1.651, -4.874], [-1.477, 1.036, -3.975], [-1.000, -1.795, 0.857], [-1.493, -0.587, 1.331], [-2.687, -0.538, 2.038], [-3.396, -1.709, 2.256], [-2.914, -2.909, 1.756], [-1.717, -2.978, 1.047], [-1.251, -4.293, 0.489], [2.686, -3.176, 1.871], [2.557, -4.429, 1.036], [3.524, -3.258, 2.980], [4.777, -1.340, 5.513], [5.654, -2.644, 4.708], [4.267, -3.016, 5.723], [3.297, -0.111, 4.136], [2.251, 1.288, 2.587], [0.660, 0.543, 2.696], [1.447, 0.688, 1.130], [-3.415, -1.555, -3.025], [-4.985, -0.439, -4.601], [-4.279, 1.616, -5.786], [-2.015, 2.536, -5.407], [-0.488, 1.443, -3.809], [-0.951, 0.328, 1.128], [-3.058, 0.409, 2.409], [-4.328, -1.688, 2.805], [-3.483, -3.819, 1.909], [-2.007, -5.063, 0.636], [-0.333, -4.625, 0.979], [-1.050, -4.203, -0.580], [1.857, -4.328, 0.212], [2.226, -5.264, 1.657], [3.527, -4.704, 0.617], [4.016, -4.203, 3.191]],
  "multiplicity": 2,
  "lumo_ev": [-0.53, -0.64]
}

---

{
  "formula": "C35H31N4O5SbY",
  "method": "ωB97M-V with the def2-TZVPD basis set",
  "elements": ["Y", "N", "C", "C", "O", "N", "C", "C", "O", "O", "H", "H", "H", "H", "H", "H", "O", "C", "O", "C", "C", "C", "C", "C", "C", "N", "C", "C", "C", "C", "C", "C", "N", "H", "H", "H", "H", "H", "H", "H", "H", "H", "H", "C", "C", "C", "C", "C", "C", "Sb", "C", "C", "C", "C", "C", "C", "C", "C", "C", "C", "C", "C", "H", "H", "H", "H", "H", "H", "H", "H", "H", "H", "H", "H", "H", "H", "H"],
  "coordinates": [[1.400, -1.090, 0.078], [3.048, 0.894, -0.510], [4.330, 0.153, -0.594], [4.398, -0.985, 0.442], [5.433, -1.620, 0.575], [3.243, -1.162, 1.117], [3.210, -2.250, 2.100], [1.818, -2.899, 2.072], [1.668, -4.086, 2.263], [0.840, -2.068, 1.779], [3.001, 1.557, -1.277], [3.083, 1.454, 0.339], [5.201, 0.786, -0.418], [4.436, -0.278, -1.592], [3.376, -1.859, 3.109], [3.983, -2.991, 1.903], [-6.839, -2.106, -0.173], [-6.024, -1.161, -0.666], [-6.466, -0.143, -1.111], [-4.554, -1.467, -0.648], [-3.972, -2.215, 0.368], [-2.618, -2.501, 0.342], [-1.834, -2.044, -0.715], [-2.400, -1.234, -1.699], [-3.752, -0.950, -1.662], [-0.473, -2.425, -0.815], [-0.200, -3.655, -0.624], [1.175, -4.132, -0.647], [1.460, -5.430, -0.266], [2.787, -5.827, -0.186], [3.767, -4.928, -0.561], [3.392, -3.654, -0.966], [2.127, -3.233, -0.979], [-6.379, -2.914, 0.073], [-4.569, -2.588, 1.193], [-2.158, -3.060, 1.148], [-1.793, -0.902, -2.534], [-4.206, -0.340, -2.432], [-0.980, -4.392, -0.432], [0.655, -6.093, 0.019], [3.044, -6.812, 0.175], [4.816, -5.183, -0.513], [4.150, -2.945, -1.273], [-4.837, 3.284, 0.407], [-4.141, 3.279, -0.792], [-2.884, 2.699, -0.866], [-2.322, 2.132, 0.271], [-3.017, 2.131, 1.475], [-4.275, 2.712, 1.539], [-0.367, 1.286, 0.195], [0.287, 2.233, -1.616], [0.640, 1.413, -2.685], [1.040, 1.962, -3.895], [1.099, 3.341, -4.038], [0.752, 4.165, -2.976], [0.341, 3.614, -1.770], [0.525, 2.416, 1.782], [1.491, 1.784, 2.562], [2.072, 2.456, 3.629], [1.679, 3.753, 3.926], [0.695, 4.372, 3.168], [0.115, 3.708, 2.097], [-5.826, 3.718, 0.456], [-4.584, 3.722, -1.675], [-2.339, 2.708, -1.803], [-2.576, 1.696, 2.366], [-4.815, 2.721, 2.476], [0.608, 0.329, -2.580], [1.298, 1.317, -4.725], [1.413, 3.774, -4.978], [0.796, 5.241, -3.086], [0.069, 4.260, -0.943], [1.781, 0.756, 2.360], [2.821, 1.958, 4.232], [2.133, 4.277, 4.756], [0.367, 5.374, 3.415], [-0.666, 4.186, 1.517]],
  "e_above_lowest_kcal_mol": 24.23,
  "multiplicity": 1,
  "lumo_ev": -3.87,
  "total_charge": 1
}